1.
Formula: C3H9N4
Source: the Open Molecules 2025 dataset
Level of theory: ωB97M-V with the def2-TZVPD basis set

```
16
Properties=species:S:1:pos:R:3:forces:R:3
C -1.3451 1.5286 -0.7733 0.3674 -1.0895 0.5452
C -0.2757 0.4141 -0.8749 1.6076 -2.1758 -2.4512
C 0.9522 -1.4106 0.9854 1.3793 0.1362 -0.4721
N -1.1895 1.7020 0.6548 -0.3961 0.0159 0.8361
N 1.8621 -2.0005 0.0013 -2.6133 0.5550 0.1175
N 0.0506 -0.0489 0.5291 -2.5295 0.6600 -0.2861
N -0.5742 0.7787 1.2905 1.7626 -1.3904 1.0626
H -1.2855 2.5151 -1.2525 0.6227 -0.6694 -0.2847
H -2.3179 1.0747 -0.9899 -0.0125 0.2841 0.0061
H -0.5716 -0.4209 -1.6202 0.3084 1.1730 1.6284
H 0.7507 0.6499 -1.1352 -0.1380 0.9826 -1.0615
H 0.2401 -2.1117 1.4197 -0.1884 0.0643 -0.6939
H 1.6018 -1.1139 1.8063 -0.4137 0.9379 -0.0433
H -1.6968 2.3561 1.2235 -0.1636 0.1120 0.2100
H 2.4056 -1.3620 -0.5497 0.6461 0.6583 0.4666
H 1.3931 -2.5509 -0.7147 -0.2391 -0.2540 0.4203
```
Positions in Å, forces in eV/Å.

Kohn-Sham gap = 10.6 eV
HOMO level = -14.58 eV
SMILES = NC[N+]1=NNCC1
LUMO level = -0.1467 hartree
M = 101.1 g mol⁻¹
Total charge = +1

---

2.
Formula: C33H16F8N4O2RhSe
Source: the Open Molecules 2025 dataset
Level of theory: ωB97M-V with the def2-TZVPD basis set

```
65
Properties=species:S:1:pos:R:3:forces:R:3
Rh 0.3363 1.4374 -0.0121 0.2138 -0.0062 -2.0523
O -2.9900 3.0805 1.6854 0.1123 -0.8622 0.2863
C -1.9934 2.4120 1.3842 0.7766 2.6715 -2.4268
N -1.0735 2.7424 0.3907 -1.9326 -0.6516 3.1799
C -1.2753 3.6929 -0.5535 0.2825 1.6590 -1.5748
C -2.3818 4.5473 -0.6646 0.2882 -0.5681 0.5331
C -2.4101 5.5077 -1.6464 0.3716 0.3556 -0.7721
C -1.3600 5.6250 -2.5604 -0.8228 0.2946 0.3097
C -0.2763 4.7782 -2.5074 0.4106 -0.5421 0.0793
C -0.2027 3.8001 -1.5092 -1.9415 1.0548 0.1247
N 0.8233 2.9288 -1.2927 2.2119 -1.0803 -0.4747
C 2.0936 3.1434 -1.7698 -2.1743 0.1662 -0.3289
O 2.3856 3.8511 -2.7322 0.5200 -0.0404 0.2975
C 3.1217 2.4498 -0.9718 0.6407 -0.5880 0.8396
C 4.4075 2.2790 -1.4843 -0.3535 0.0639 0.0129
C 5.3268 1.5476 -0.7665 -0.2311 -0.2018 0.5990
C 4.9523 1.0707 0.4920 0.1508 0.2078 -0.3145
C 3.6851 1.3607 0.9669 0.1013 -0.1464 0.2149
N 2.7728 2.0103 0.2577 -0.5092 0.1884 -0.6883
C -1.6150 1.1909 2.0682 1.1373 -1.9989 0.9675
C -2.4156 0.6455 3.0850 0.2230 0.7628 -0.6213
C -2.0009 -0.4771 3.7485 1.1782 -0.7287 -0.2214
C -0.7625 -1.0508 3.3858 -0.9987 0.3552 0.4576
C -0.0342 -0.4923 2.3619 0.2215 0.0655 -0.1030
N -0.4334 0.5901 1.6896 -1.6159 -0.1202 0.7028
H -3.1891 4.4355 0.0414 0.0387 0.0956 -0.0322
H -3.2587 6.1721 -1.7168 -0.1051 0.0654 -0.0244
H -1.4091 6.3818 -3.3305 0.0153 0.0575 -0.0877
H 0.5127 4.8383 -3.2410 -0.0368 0.0375 0.0853
H 4.6309 2.7022 -2.4502 -0.0608 0.0111 -0.1286
H 6.3097 1.3390 -1.1622 0.0768 0.0156 -0.0353
H 5.6359 0.4899 1.0930 0.0321 0.0070 0.0842
H 3.3889 1.0563 1.9642 -0.0594 -0.1123 -0.0476
H -3.3427 1.1503 3.3141 -0.0168 0.0779 -0.0365
H -2.5947 -0.9207 4.5337 -0.0734 -0.0256 0.0323
H -0.4006 -1.9373 3.8791 0.0794 -0.0950 0.0505
H 0.9005 -0.9383 2.0451 -0.0419 0.0399 -0.1941
F 2.1815 -7.2963 1.2129 -0.0181 0.1674 0.1784
C 2.2606 -6.9457 -0.0906 0.1712 -0.3203 0.0293
F 1.3547 -7.7032 -0.7272 -0.2542 0.1232 -0.1961
F 3.4701 -7.3966 -0.5017 0.1583 0.0927 -0.0569
C 2.0986 -5.4779 -0.3109 -0.0158 -0.0716 -0.0373
C 1.1066 -4.9734 -1.1470 0.2015 -0.2599 0.1728
C 0.9830 -3.6116 -1.3103 0.1239 0.0574 0.0255
C 1.8410 -2.7313 -0.6379 -0.1228 -0.4182 -0.0650
C 2.8589 -3.2552 0.1703 -0.0531 -0.0481 -0.0822
C 2.9847 -4.6164 0.3332 -0.1457 -0.2073 -0.1000
C 1.6034 -1.3471 -0.7058 0.1323 1.3125 -0.0290
C 1.2898 -0.1684 -0.6232 0.3998 -1.2532 0.2632
H 0.4337 -5.6465 -1.6576 -0.0289 -0.0557 -0.0023
H 0.2139 -3.2010 -1.9466 -0.0748 0.0638 -0.0016
H 3.5347 -2.5787 0.6728 0.0131 0.0760 0.0235
H 3.7634 -5.0223 0.9630 0.0548 -0.0376 0.0619
F -5.9251 -2.3496 1.2943 0.2269 0.2249 -0.1362
C -4.9894 -1.6564 0.6200 0.1945 0.0682 -0.0919
C -5.3618 -0.6810 -0.3020 -0.1154 -0.1327 0.1351
F -6.6652 -0.4315 -0.5134 0.2000 -0.0391 0.0872
C -4.3906 0.0147 -0.9996 0.6366 0.0986 -0.0464
F -4.7596 0.9569 -1.8782 -0.2161 -0.2721 0.2411
C -3.0243 -0.2551 -0.8384 -0.4419 -0.4052 0.4243
Se -1.7305 0.5836 -1.9080 1.6354 0.6762 0.8647
C -2.6855 -1.2552 0.0783 0.0267 0.2866 -0.3793
F -1.3958 -1.5940 0.2117 -0.4244 -0.2203 0.0974
C -3.6376 -1.9296 0.8190 -0.3093 -0.0459 0.0208
F -3.2753 -2.8703 1.7067 -0.0634 0.0546 -0.0938
```
Positions in Å, forces in eV/Å.

Kohn-Sham gap (alpha / beta) = 5.5 / 5.4 eV
HOMO level (alpha / beta) = -4.11 / -4.11 eV
LUMO level (alpha / beta) = 0.0498 / 0.0462 hartree
M = 834.4 g mol⁻¹
Total charge = -1

---

3.
Formula: C3H7N3O
Source: the Open Molecules 2025 dataset
Level of theory: ωB97M-V with the def2-TZVPD basis set

```
14
Properties=species:S:1:pos:R:3:forces:R:3
C 1.6154 -0.3489 0.1581 -0.1398 0.0541 -0.0423
N 0.4082 0.3430 0.6228 -0.1438 0.0189 -0.1666
N 0.0381 1.3455 -0.3309 0.1398 -0.3598 0.2047
C -1.2141 1.3580 -0.6906 -0.3021 0.2683 -0.3868
C -0.8269 -0.6419 0.5684 0.1368 0.0723 -0.1618
N -1.1145 -1.3140 -0.5693 0.1544 0.2438 0.0824
O -2.0656 1.8744 -1.2981 0.4870 -0.4802 0.4517
H 0.5551 2.2158 -0.2917 -0.1206 -0.0294 -0.0349
H -0.8225 -2.2874 -0.4843 -0.0364 0.0798 0.0052
H -1.6180 0.2291 0.5951 -0.0538 0.0597 0.0725
H -0.7286 -1.1820 1.5204 -0.0231 0.0296 -0.0558
H 1.8390 -1.1232 0.8925 -0.0272 0.0289 -0.0230
H 2.4583 0.3435 0.1332 -0.0413 -0.0191 0.0005
H 1.4761 -0.8121 -0.8255 -0.0298 0.0332 0.0541
```
Positions in Å, forces in eV/Å.

Kohn-Sham gap (alpha / beta) = 7.7 / 6.9 eV
HOMO level (alpha / beta) = -8.15 / -7.61 eV
LUMO level (alpha / beta) = -0.0169 / -0.0267 hartree
M = 101.1 g mol⁻¹